Below is C26H64AlClNO5 as an isolated structure, with properties calculated with ωB97M-V with the def2-TZVPD basis set.

The calculation puts the total energy at -58849.2355 eV. Its largest force on an atom is 0.89 eV Å⁻¹. As for the net charge: -1.

Last column: Mulliken charge in e.
Geometry (Å):
C -3.8947 -0.0153 5.4370  -1.122
C -3.2075 1.1711 4.7729  0.029
C -3.6592 1.4366 3.3269  -0.566
N -4.0521 0.2243 2.6036  -0.399
Al -2.7336 -1.0417 2.1434  -0.458
Cl -3.5311 -3.0738 2.7613  -0.527
C -0.9810 -0.8400 3.0838  -1.078
C -0.2009 0.3992 2.5902  0.396
C 0.9547 0.0348 1.6367  -0.267
C 1.0503 0.9301 0.3981  -0.193
C -0.1695 0.7385 -0.4875  0.245
O 0.1597 0.9985 -1.8490  -0.416
C -0.9310 1.4612 -2.6041  -0.523
C -2.0293 0.4276 -2.7848  -0.216
H -4.9568 0.1974 5.5567  0.365
H -3.4709 -0.1702 6.4316  0.348
H -3.7826 -0.9343 4.8713  0.142
H -3.4450 2.0647 5.3565  0.432
H -2.1234 1.0645 4.8137  -0.181
H -4.5208 2.1156 3.3805  0.511
H -2.8701 2.0111 2.8203  0.166
H -4.4750 0.5320 1.7350  0.293
H -2.5638 -1.1294 0.5395  -0.074
H -1.1016 -0.8466 4.1679  0.431
H -0.3874 -1.7244 2.8359  0.646
H 0.2246 0.9416 3.4378  -0.389
H -0.8514 1.1199 2.0873  0.158
H 1.8960 0.1093 2.1888  0.225
H 0.8645 -0.9949 1.2887  0.035
H 1.9436 0.6825 -0.1751  -0.796
H 1.1479 1.9728 0.7131  0.350
H -0.5312 -0.2838 -0.3743  -0.252
H -0.9843 1.3976 -0.1739  0.433
H -1.3481 2.3755 -2.1650  0.371
H -0.5312 1.7322 -3.5824  0.361
H -1.7506 -0.3370 -3.5069  -0.077
H -2.3049 -0.0555 -1.8480  0.146
H -2.9209 0.9208 -3.1740  0.375
C -4.2808 -2.0913 -6.9807  -1.128
C -4.4803 -1.1894 -5.7741  -0.395
O -3.5947 -0.0878 -5.7237  -0.319
C -3.6564 0.8221 -6.8019  -0.367
C -5.0126 1.4841 -6.9812  -1.091
H -3.2541 -2.4578 -7.0163  0.301
H -4.9531 -2.9476 -6.9171  0.398
H -4.4893 -1.5760 -7.9198  0.278
H -4.2778 -1.7485 -4.8607  0.373
H -5.5218 -0.8522 -5.7149  0.334
H -3.3395 0.3407 -7.7355  0.292
H -2.9082 1.5802 -6.5681  0.337
H -5.7914 0.7636 -7.2350  0.270
H -4.9640 2.2171 -7.7877  0.392
H -5.3109 1.9948 -6.0649  0.305
C -0.5989 -2.9504 -3.6198  -1.544
C 0.1826 -2.2576 -2.5142  -0.181
O -0.4219 -2.3405 -1.2438  -0.034
C -0.6079 -3.6362 -0.7034  -0.270
C 0.6893 -4.4072 -0.5170  -1.216
H -1.6118 -2.5482 -3.6740  0.312
H -0.1064 -2.7893 -4.5807  0.390
H -0.6719 -4.0276 -3.4598  0.428
H 0.2426 -1.1883 -2.7221  0.384
H 1.2148 -2.6336 -2.4842  0.245
H -1.3164 -4.2115 -1.3111  0.345
H -1.0820 -3.4792 0.2651  0.158
H 1.1973 -4.6041 -1.4636  0.305
H 0.4817 -5.3682 -0.0444  0.431
H 1.3734 -3.8474 0.1234  0.249
C 7.3990 0.4122 -2.5161  -1.034
C 6.9165 0.7096 -1.1056  -0.322
O 5.6771 1.3831 -1.0471  -0.452
C 4.5715 0.7041 -1.6253  -0.265
C 4.2774 -0.6490 -1.0032  -0.736
H 7.4675 1.3324 -3.0979  0.283
H 8.3856 -0.0522 -2.4809  0.387
H 6.7307 -0.2707 -3.0418  0.261
H 7.6227 1.3788 -0.6123  0.355
H 6.8856 -0.2120 -0.5122  0.303
H 4.7078 0.6051 -2.7087  0.248
H 3.7225 1.3697 -1.4752  0.287
H 5.0991 -1.3539 -1.1441  0.399
H 3.3849 -1.0784 -1.4596  0.078
H 4.0993 -0.5487 0.0686  0.258
C 3.6179 1.3759 4.8421  -0.914
C 2.3229 1.2674 5.6286  -0.185
O 2.4871 1.3955 7.0331  -0.475
C 3.0221 2.6224 7.4821  -0.298
C 2.1852 3.8380 7.1182  -1.033
H 4.3331 0.6238 5.1789  0.273
H 3.4179 1.2172 3.7821  0.276
H 4.0850 2.3568 4.9470  0.290
H 1.8878 0.2798 5.4784  0.304
H 1.5878 1.9905 5.2601  0.243
H 4.0527 2.7498 7.1282  0.283
H 3.0712 2.5253 8.5676  0.343
H 2.1243 3.9863 6.0397  0.271
H 2.6273 4.7364 7.5521  0.386
H 1.1696 3.7298 7.5006  0.278

Below is C26H64BF10FeNO28S10 as an isolated structure in a non-equilibrium geometry, with properties calculated with ωB97M-V with the def2-TZVPD basis set.

The calculation puts the total energy at -257404.4926 eV. Its largest force on an atom is 12.24 eV Å⁻¹. Its multiplicity is 5.

Last column: Mulliken spin population.
Geometry (Å):
Fe -23.1421 29.4341 0.9054  3.795
B -20.7212 30.0044 1.9680  0.013
F -19.7739 29.8055 0.9921  0.000
F -20.1873 30.4813 3.1413  0.001
F -21.7331 30.8550 1.4625  0.037
F -21.4892 28.8079 2.1408  0.028
C -26.5093 31.2073 0.9536  0.008
F -27.5087 30.4717 1.3461  0.013
F -25.9721 30.6834 -0.1257  0.007
F -26.9503 32.4213 0.6544  0.001
S -25.2078 31.4276 2.3332  -0.003
O -24.1978 32.3143 1.7920  0.009
O -25.8523 32.0129 3.4697  -0.002
N -24.4992 29.8537 2.4007  0.005
S -25.0679 29.2399 3.7082  0.030
O -24.4108 29.7261 4.9080  0.002
O -26.5053 29.0889 3.7791  0.006
C -24.5152 27.4224 3.6263  0.011
F -23.2849 27.3879 4.1379  -0.001
F -25.2750 26.6780 4.3972  0.000
F -24.4395 26.9521 2.3780  0.002
O -23.3292 30.6209 -0.7106  0.028
S -23.3654 30.9525 -2.1351  -0.014
O -23.6615 29.9231 -3.0712  0.002
O -24.4125 32.1288 -2.3258  0.003
C -24.8854 32.4728 -3.6759  0.000
C -26.2466 31.8179 -3.7157  0.000
C -21.8469 31.8575 -2.5927  0.004
H -24.2384 32.1706 -4.5026  0.000
H -24.8231 33.5597 -3.7239  0.000
H -26.9736 32.3279 -3.0840  0.000
H -26.2248 30.7758 -3.4067  0.000
H -26.6186 31.8862 -4.7428  0.000
H -21.0037 31.2390 -2.2953  -0.001
H -21.8808 32.8714 -2.2051  0.000
H -21.8994 31.8879 -3.6808  0.000
O -33.8687 26.9406 4.2485  0.000
S -33.3854 28.3080 4.1999  0.000
O -33.2115 29.1146 5.3843  0.000
O -32.0236 28.2828 3.3165  0.000
C -30.8346 28.9111 3.8483  0.000
C -29.6701 28.8199 2.8840  0.000
C -34.4857 29.2374 3.0838  0.000
H -30.5396 28.4126 4.7724  0.000
H -31.0504 29.9493 4.1010  0.000
H -28.8569 29.4068 3.3056  0.000
H -29.9133 29.1803 1.8850  0.000
H -29.3331 27.7848 2.8192  0.000
H -34.6611 28.6241 2.2040  0.000
H -34.1379 30.2551 2.9532  0.000
H -35.4372 29.2344 3.6185  0.000
O -27.5299 37.2856 5.5079  0.000
S -28.2471 36.0421 5.3790  0.000
O -28.1164 35.3101 4.1386  0.000
O -27.9086 34.9970 6.5706  0.000
C -27.7680 33.6178 6.1879  0.000
C -26.4287 33.2476 5.5671  0.000
C -30.0125 36.2728 5.6910  0.000
H -28.5887 33.3604 5.5156  0.000
H -27.9366 33.0190 7.0840  0.000
H -25.5570 33.4172 6.1962  0.000
H -26.1950 33.9404 4.7565  0.000
H -26.5399 32.2211 5.2231  0.000
H -30.1790 36.0882 6.7471  0.000
H -30.4992 35.5920 4.9984  0.000
H -30.3319 37.2766 5.4180  0.000
O -25.5596 36.6768 -2.1180  0.000
S -24.4357 36.2064 -1.3170  0.000
O -23.3852 35.4259 -1.9239  0.000
O -23.7799 37.4966 -0.5713  0.000
C -24.5113 38.7476 -0.6921  0.000
C -23.6320 39.9420 -0.4641  0.000
C -25.0588 35.3131 0.1554  0.000
H -25.3163 38.7008 0.0434  0.000
H -24.9593 38.8297 -1.6791  0.000
H -23.2308 39.9009 0.5566  0.000
H -24.2500 40.8363 -0.5015  0.000
H -22.7047 39.9830 -1.0338  0.000
H -25.8944 35.8624 0.5800  0.000
H -24.2262 35.3848 0.8555  0.000
H -25.2414 34.2657 -0.0625  0.000
O -24.6518 28.1589 -0.0202  0.011
S -25.5341 27.2948 -0.7957  -0.003
O -26.4628 26.4919 -0.0703  0.003
O -26.3699 28.3146 -1.7637  0.003
C -27.4847 27.7622 -2.4546  0.000
C -28.7538 28.4437 -1.9813  0.000
C -24.5106 26.3732 -2.0228  0.000
H -27.6794 26.7042 -2.2486  0.000
H -27.3045 27.8229 -3.5282  0.000
H -29.7106 28.0064 -2.2749  0.000
H -28.8703 29.4552 -2.3836  0.000
H -28.7786 28.4972 -0.8928  0.000
H -23.6818 25.9246 -1.4866  0.000
H -24.2759 27.1055 -2.7923  0.000
H -25.1678 25.6381 -2.4846  0.000
O -31.2336 22.9951 3.5570  0.000
S -31.4463 23.1716 4.9608  0.000
O -31.4120 22.0446 5.8393  0.000
O -30.3983 24.3215 5.4752  0.000
C -29.9634 25.3169 4.5562  0.000
C -28.4725 25.6058 4.8351  0.000
C -32.9680 24.0543 5.2868  0.000
H -30.4980 26.2105 4.8974  0.000
H -30.1901 25.1745 3.5028  0.000
H -27.9343 24.6559 4.7589  0.000
H -28.2835 25.8286 5.8880  0.000
H -28.0265 26.3915 4.2317  0.000
H -33.0866 24.1655 6.3623  0.000
H -33.7882 23.4065 4.9804  0.000
H -32.9079 25.0031 4.7651  0.000
O -23.2297 34.1414 5.6746  0.000
S -22.0695 33.3590 5.9495  0.000
O -20.7894 33.9693 5.7089  0.000
O -22.1031 32.8011 7.4587  0.000
C -23.2995 32.9860 8.2246  0.000
C -23.4559 31.7249 9.0864  0.000
C -22.2345 31.9042 4.8847  0.000
H -24.2319 33.1052 7.6788  0.000
H -23.1978 33.8877 8.8310  0.000
H -23.0312 30.8663 8.5673  0.000
H -24.5180 31.4695 9.1256  0.000
H -23.0393 31.8040 10.0871  0.000
H -23.2554 31.5294 4.8776  0.000
H -21.5259 31.1055 5.0781  0.000
H -22.0062 32.3632 3.9228  0.000
O -29.8784 31.8920 3.7140  0.000
S -29.6229 31.8336 2.2790  0.000
O -29.0977 30.6199 1.7272  0.000
O -31.0051 32.1919 1.4801  0.000
C -31.9987 32.9048 2.2440  0.000
C -31.7936 34.3907 2.4262  0.000
C -28.6252 33.2729 1.8080  0.000
H -32.2718 32.4108 3.1720  0.000
H -32.8626 32.8542 1.5730  0.000
H -32.6620 34.8318 2.9141  0.000
H -31.6211 34.9780 1.5227  0.000
H -30.8932 34.5328 3.0317  0.000
H -28.0442 33.0975 0.9083  0.000
H -28.0045 33.5983 2.6425  0.000
H -29.3230 34.0969 1.7090  0.000